Record 1
{
  "formula": "C6H10N2O3S",
  "method": "wB97M-V/def2-TZVPD",
  "lumo_energy_ev": 0.08,
  "smiles": "O=C1O[C@]12N=CCS2.NCCO",
  "e_homo_ha": -0.3278,
  "charge": 0,
  "energy_ha": -967.9736,
  "relative_energy_kcal_mol": 33.2,
  "orbital_gap_ev": 9.003,
  "largest_force_ha_per_bohr": 0.032,
  "elements": ["S", "O", "O", "O", "N", "N", "C", "C", "C", "C", "C", "C", "H", "H", "H", "H", "H", "H", "H", "H", "H", "H"],
  "coordinates": [[-2.582, -0.894, -1.171], [-2.874, 1.185, 0.717], [1.048, 0.422, -1.933], [-1.278, 2.596, -0.300], [1.795, 0.652, 1.457], [-1.218, -0.546, 1.103], [-1.191, -1.786, 0.884], [2.369, 0.358, 0.157], [1.834, 1.185, -1.042], [-1.940, -2.350, -0.279], [-1.944, 0.182, 0.167], [-1.836, 1.628, 0.061], [-1.299, -2.932, -0.942], [1.931, 1.630, 1.690], [2.194, -0.700, -0.059], [-2.764, -2.981, 0.065], [-0.629, -2.426, 1.546], [3.448, 0.505, 0.244], [2.666, 1.549, -1.649], [0.800, 0.456, 1.479], [1.267, 2.053, -0.676], [0.204, 0.215, -1.520]]
}

Record 2
{
  "formula": "C6H10N2OS",
  "method": "wB97M-V/def2-TZVPD",
  "lumo_energy_ev": 0.61,
  "smiles": "CSC1=NCCN1C(C)=O",
  "e_homo_ha": -0.3166,
  "charge": 0,
  "energy_ha": -817.5020,
  "relative_energy_kcal_mol": 56.3,
  "orbital_gap_ev": 9.229,
  "largest_force_ha_per_bohr": 0.081,
  "elements": ["S", "O", "N", "N", "C", "C", "C", "C", "C", "C", "H", "H", "H", "H", "H", "H", "H", "H", "H", "H"],
  "coordinates": [[-2.287, -0.017, -1.676], [-0.882, 1.976, 0.483], [0.270, -0.032, -0.068], [0.176, -0.882, -2.269], [-2.978, -0.280, -0.032], [1.550, -0.620, -0.245], [1.515, -1.187, -1.723], [0.082, 1.199, 0.718], [-0.528, -0.340, -1.356], [0.952, 1.245, 1.991], [1.759, -1.474, 0.529], [-2.612, 0.605, 0.572], [1.673, -2.320, -1.551], [2.330, -0.656, -2.312], [0.509, 2.062, 2.634], [1.112, 0.234, 2.506], [-2.892, -1.283, 0.363], [1.999, 1.704, 1.856], [-3.964, -0.222, -0.307], [2.216, 0.287, -0.112]]
}

Record 3
{
  "formula": "C6H10N3",
  "method": "wB97M-V/def2-TZVPD",
  "lumo_energy_ev": -5.68,
  "e_homo_ha": -0.4708,
  "charge": 1,
  "energy_ha": -398.4522,
  "relative_energy_kcal_mol": 134.3,
  "orbital_gap_ev": 7.133,
  "largest_force_ha_per_bohr": 0.159,
  "elements": ["N", "N", "N", "C", "C", "C", "C", "C", "C", "H", "H", "H", "H", "H", "H", "H", "H", "H", "H"],
  "coordinates": [[1.453, 0.228, 0.706], [-0.571, 0.469, -0.453], [0.851, 2.358, -0.098], [-0.756, -0.957, -0.267], [-1.336, 0.995, -1.578], [1.427, -1.042, 1.144], [0.480, 1.118, 0.018], [2.080, -2.105, 1.659], [-0.115, -1.410, 1.072], [-0.590, -0.738, 1.703], [-0.287, -1.448, -1.250], [-2.321, 0.410, -1.669], [-1.858, -1.094, -0.276], [-0.920, 1.108, -2.556], [0.201, 2.928, -0.661], [-0.390, -2.473, 1.317], [2.583, -2.899, 2.131], [1.701, 2.600, 0.290], [-1.632, 1.951, -1.233]]
}

Record 4
{
  "formula": "C6H10N3O2",
  "method": "wB97M-V/def2-TZVPD",
  "lumo_energy_ev": [-6.18, -6.18],
  "e_homo_ha": [-0.5113, -0.5113],
  "charge": 1,
  "energy_ha": -548.8088,
  "relative_energy_kcal_mol": 224.4,
  "orbital_gap_ev": [7.730, 7.731],
  "largest_force_ha_per_bohr": 0.089,
  "elements": ["O", "O", "N", "N", "N", "C", "C", "C", "C", "C", "C", "H", "H", "H", "H", "H", "H", "H", "H", "H", "H"],
  "coordinates": [[-1.256, 0.845, -1.463], [0.675, -1.475, 0.426], [-3.557, 0.587, 2.412], [-1.946, -0.182, -1.007], [-0.669, -1.577, 0.609], [1.398, -2.590, 0.882], [-0.352, 2.869, -0.402], [-0.074, 1.430, -0.857], [-2.988, -0.911, 0.450], [-1.643, -1.034, -0.002], [-3.302, -0.106, 1.574], [-1.110, 3.098, -1.030], [2.320, -2.157, 1.149], [-3.674, -0.813, -0.399], [1.545, -3.181, -0.105], [-0.981, -2.185, 1.323], [0.978, -3.137, 1.710], [0.395, 0.839, -0.159], [-0.709, 2.940, 0.621], [0.516, 3.550, -0.621], [0.615, 1.606, -1.711]]
}

Record 5
{
  "formula": "C6H10N3O2S",
  "method": "wB97M-V/def2-TZVPD",
  "lumo_energy_ev": -7.98,
  "e_homo_ha": -0.4709,
  "charge": 1,
  "energy_ha": -947.1437,
  "relative_energy_kcal_mol": 96.1,
  "orbital_gap_ev": 4.830,
  "largest_force_ha_per_bohr": 0.076,
  "elements": ["S", "O", "O", "N", "N", "N", "C", "C", "C", "C", "C", "C", "H", "H", "H", "H", "H", "H", "H", "H", "H", "H"],
  "coordinates": [[-2.811, -1.203, -1.736], [-2.314, -2.074, -0.774], [-3.697, -0.151, -1.482], [1.633, 0.609, 0.681], [2.108, 0.167, -1.323], [0.871, -0.267, -1.183], [2.627, 0.683, -0.256], [-0.536, -0.212, 1.140], [1.594, 0.758, 2.094], [-1.560, -0.596, -2.926], [0.091, 0.655, 2.343], [0.580, 0.076, 0.122], [0.000, 0.021, 3.190], [-0.739, -0.127, -2.266], [-0.357, -1.243, 1.331], [-0.457, 1.691, 2.494], [2.109, -0.002, 2.570], [-1.599, 0.007, 0.711], [-1.016, -1.411, -3.445], [3.634, 0.965, -0.113], [-2.169, -0.040, -3.622], [2.008, 1.694, 2.449]]
}

Record 6
{
  "formula": "C6H10N3O3",
  "method": "wB97M-V/def2-TZVPD",
  "lumo_energy_ev": 3.66,
  "smiles": "C/C=N/N=C([O-])\\C(CCO)=[NH+]\\[O-]",
  "e_homo_ha": -0.1407,
  "charge": -1,
  "energy_ha": -624.5153,
  "relative_energy_kcal_mol": 29.9,
  "orbital_gap_ev": 7.488,
  "largest_force_ha_per_bohr": 0.057,
  "elements": ["O", "O", "O", "N", "N", "N", "C", "C", "C", "C", "C", "C", "H", "H", "H", "H", "H", "H", "H", "H", "H", "H"],
  "coordinates": [[-2.745, -1.874, 0.558], [-1.967, -0.112, -1.458], [-0.441, 3.155, 0.678], [-1.306, 0.890, -0.945], [2.086, 0.751, 0.458], [1.475, 1.880, 0.729], [-0.647, -0.415, 0.998], [-2.194, -0.733, 1.267], [2.911, -0.992, -0.970], [1.996, 0.251, -0.718], [0.195, 2.088, 0.491], [-0.649, 0.863, 0.182], [2.356, -1.846, -0.801], [0.003, -0.387, 1.908], [-2.276, -1.049, 2.250], [-1.144, 1.772, -1.539], [-0.353, -1.157, 0.204], [-2.895, -1.716, -0.347], [3.860, -1.203, -0.351], [1.450, 0.583, -1.642], [3.090, -0.877, -2.056], [-2.806, 0.127, 1.106]]
}

Record 7
{
  "formula": "C6H10N3P",
  "method": "wB97M-V/def2-TZVPD",
  "lumo_energy_ev": [-0.48, -0.49],
  "e_homo_ha": [-0.3114, -0.3113],
  "charge": 0,
  "energy_ha": -740.0232,
  "relative_energy_kcal_mol": 118.3,
  "orbital_gap_ev": [7.993, 7.985],
  "largest_force_ha_per_bohr": 0.086,
  "elements": ["P", "N", "N", "N", "C", "C", "C", "C", "C", "C", "H", "H", "H", "H", "H", "H", "H", "H", "H", "H"],
  "coordinates": [[2.221, 3.361, -0.264], [2.408, -0.377, 0.202], [2.832, 0.777, 0.034], [2.102, 1.715, -0.317], [-1.243, 0.447, -0.702], [-1.244, -1.867, 0.277], [-1.805, -0.437, 0.440], [0.339, -1.871, 0.613], [0.208, 0.324, -0.445], [0.970, -0.636, -0.031], [-1.440, -0.131, 1.492], [-2.892, -0.410, 0.531], [-1.750, 1.437, -0.741], [0.776, 3.453, 0.240], [-1.250, -2.174, -0.846], [1.840, 3.563, -1.702], [0.475, -1.867, 1.699], [-1.706, -2.498, 1.034], [0.760, -2.747, 0.036], [-1.601, -0.063, -1.550]]
}

Record 8
{
  "formula": "C6H10N4",
  "method": "wB97M-V/def2-TZVPD",
  "lumo_energy_ev": [0.62, 0.70],
  "e_homo_ha": [-0.2780, -0.2937],
  "charge": 0,
  "energy_ha": -453.4593,
  "relative_energy_kcal_mol": 120.2,
  "orbital_gap_ev": [8.184, 8.696],
  "largest_force_ha_per_bohr": 0.051,
  "elements": ["N", "N", "N", "N", "C", "C", "C", "C", "C", "C", "H", "H", "H", "H", "H", "H", "H", "H", "H", "H"],
  "coordinates": [[1.931, 0.973, -0.535], [-0.736, -0.308, -0.998], [-1.790, -1.194, -0.818], [1.908, -1.047, 0.358], [-1.310, 0.994, -0.579], [3.166, -0.611, 0.518], [1.189, -0.054, -0.268], [3.096, 0.668, 0.018], [-2.537, -0.714, 0.363], [-1.825, 0.568, 0.804], [-2.665, -1.485, 1.048], [-3.547, -0.490, 0.117], [-0.503, 1.805, -0.595], [3.935, -1.211, 0.940], [-2.329, 1.408, 1.323], [-0.876, 0.464, 1.276], [-2.160, 1.253, -1.349], [1.658, -1.983, 0.316], [-0.413, -0.461, -1.960], [3.809, 1.424, 0.022]]
}

Record 9
{
  "formula": "C6H10N4",
  "method": "wB97M-V/def2-TZVPD",
  "lumo_energy_ev": 0.98,
  "smiles": "Nc1cc(N)c(N)cc1N",
  "e_homo_ha": -0.2481,
  "charge": 0,
  "energy_ha": -453.6164,
  "relative_energy_kcal_mol": 21.7,
  "orbital_gap_ev": 7.727,
  "largest_force_ha_per_bohr": 0.091,
  "elements": ["N", "N", "N", "N", "C", "C", "C", "C", "C", "C", "H", "H", "H", "H", "H", "H", "H", "H", "H", "H"],
  "coordinates": [[-2.431, -1.431, -0.270], [2.430, -1.299, 0.060], [2.420, 1.331, -0.359], [-2.462, 1.373, 0.017], [1.193, -0.720, -0.094], [-0.040, 1.365, -0.167], [-1.200, -0.708, -0.254], [1.187, 0.700, -0.089], [-1.270, 0.680, -0.211], [0.014, -1.418, -0.356], [-2.279, 2.381, -0.099], [2.555, 2.473, -0.107], [2.353, -2.341, -0.008], [-3.220, -0.889, -0.127], [0.060, -2.526, -0.293], [-3.007, 0.972, 0.888], [0.029, 2.452, 0.054], [2.882, -1.067, 0.903], [-2.438, -2.061, 0.565], [3.226, 0.732, -0.053]]
}

Record 10
{
  "formula": "C6H10N4",
  "method": "wB97M-V/def2-TZVPD",
  "lumo_energy_ev": [-2.82, -2.82],
  "e_homo_ha": [-0.3288, -0.3288],
  "charge": 0,
  "energy_ha": -453.4569,
  "relative_energy_kcal_mol": 121.8,
  "orbital_gap_ev": [6.123, 6.124],
  "largest_force_ha_per_bohr": 0.090,
  "elements": ["N", "N", "N", "N", "C", "C", "C", "C", "C", "C", "H", "H", "H", "H", "H", "H", "H", "H", "H", "H"],
  "coordinates": [[-1.497, -0.998, 2.748], [-2.796, -1.356, 2.533], [-1.947, -0.997, 0.636], [-3.021, -1.355, 1.282], [2.190, 0.862, -0.168], [0.654, 0.559, -0.039], [-0.518, 0.432, -2.359], [-0.995, -0.730, 1.575], [-0.021, -0.220, -1.134], [0.414, -0.304, 1.212], [-0.924, -0.317, -3.013], [0.271, 1.186, -2.733], [2.492, 1.207, 0.708], [0.149, 1.603, -0.042], [1.145, -1.152, 0.995], [0.811, 0.103, 2.170], [-1.407, 1.042, -2.138], [2.378, 1.680, -0.802], [-0.132, -1.231, -1.003], [2.756, -0.013, -0.426]]
}

Record 11
{
  "formula": "C6H10N7",
  "method": "wB97M-V/def2-TZVPD",
  "lumo_energy_ev": -3.90,
  "e_homo_ha": -0.5136,
  "charge": 1,
  "energy_ha": -617.5931,
  "relative_energy_kcal_mol": 33.7,
  "orbital_gap_ev": 10.073,
  "largest_force_ha_per_bohr": 0.118,
  "elements": ["N", "N", "N", "N", "N", "N", "N", "C", "C", "C", "C", "C", "C", "H", "H", "H", "H", "H", "H", "H", "H", "H", "H"],
  "coordinates": [[1.223, 0.062, 0.207], [1.182, 1.309, -0.293], [0.055, -1.753, 1.239], [-3.215, 0.559, 0.138], [-1.202, 1.242, -0.463], [-1.029, 0.098, 0.281], [3.165, 1.040, 0.496], [-0.057, -1.434, -1.479], [-2.320, -0.254, 0.608], [2.496, -0.077, 0.711], [2.325, 1.880, -0.056], [-2.498, 1.490, -0.454], [0.134, -0.787, 0.228], [0.307, -0.634, -2.070], [-2.966, 2.431, -1.023], [2.547, 2.846, -0.312], [-2.643, -1.022, 1.323], [0.473, -1.472, 2.131], [-1.157, -1.619, -1.501], [3.006, -0.919, 1.149], [-0.682, -2.424, 1.265], [0.646, -2.322, -1.685], [0.210, 1.760, -0.441]]
}

Record 12
{
  "formula": "C6H10NO",
  "method": "wB97M-V/def2-TZVPD",
  "lumo_energy_ev": [3.90, 3.65],
  "e_homo_ha": [0.0176, -0.1529],
  "charge": -1,
  "energy_ha": -364.3810,
  "multiplicity": 3,
  "s2": 2.02,
  "relative_energy_kcal_mol": 22.4,
  "orbital_gap_ev": [3.423, 7.808],
  "largest_force_ha_per_bohr": 0.073,
  "elements": ["O", "N", "C", "C", "C", "C", "C", "C", "H", "H", "H", "H", "H", "H", "H", "H", "H", "H"],
  "coordinates": [[-2.361, -0.080, 2.671], [-2.152, 0.449, 1.523], [0.879, -1.295, -1.900], [1.610, 0.204, 1.536], [-2.663, 1.050, 0.620], [-2.800, 1.695, -0.587], [1.566, -0.051, 0.131], [1.013, -1.142, -0.383], [1.501, -2.198, -2.220], [2.006, 0.671, -0.547], [-2.179, 2.523, -0.975], [-3.229, 1.198, -1.449], [1.297, -0.434, -2.330], [0.687, -1.986, 0.213], [0.835, 0.902, 1.828], [-0.183, -1.528, -1.974], [2.651, 0.685, 1.667], [1.521, -0.662, 2.176]]
}

Record 13
{
  "formula": "C6H10NO",
  "method": "wB97M-V/def2-TZVPD",
  "lumo_energy_ev": -6.79,
  "e_homo_ha": -0.5560,
  "charge": 1,
  "energy_ha": -364.2034,
  "relative_energy_kcal_mol": 90.3,
  "orbital_gap_ev": 8.339,
  "largest_force_ha_per_bohr": 0.085,
  "elements": ["O", "N", "C", "C", "C", "C", "C", "C", "H", "H", "H", "H", "H", "H", "H", "H", "H", "H"],
  "coordinates": [[2.509, 1.657, -0.267], [-0.891, -1.521, -0.461], [2.510, -0.948, -0.079], [1.257, -0.896, 0.090], [-2.171, -0.968, -0.549], [-0.804, 0.491, 0.781], [-2.225, 0.367, 0.128], [-0.103, -0.733, 0.164], [3.226, -1.465, 0.629], [-2.602, 1.143, -0.515], [-2.727, -1.723, 0.005], [-0.984, 0.107, 1.826], [3.094, -0.786, -0.974], [-0.122, 1.302, 0.684], [2.441, 2.564, 0.184], [-2.520, -0.949, -1.581], [2.993, 2.047, -1.090], [-2.883, 0.311, 1.025]]
}